# 1
35
Properties=species:S:1:pos:R:3 method="wB97M-V/def2-TZVPD" lumo_ev=-0.297 e_above_lowest_kcal_mol=37.7 multiplicity=1 homo_energy_ev=-8.68
N 4.76034 -3.70868 -1.82259
O -2.57012 3.41003 2.83687
F -1.19771 -2.80165 2.09856
F -2.37609 -1.48467 3.18385
F -0.30422 -1.45333 3.64564
C 3.89836 -2.87545 -1.86121
N 1.78674 0.04183 -4.86694
N 2.43002 -1.22687 -0.97875
C -2.97069 2.28210 3.16976
C 2.69207 -0.68121 -5.43272
C 3.03082 -1.72079 -2.02719
C 1.43752 -0.32495 -1.18567
C 1.24758 0.23467 -2.51527
C -0.12762 1.44537 -0.19324
C -1.14010 1.74407 0.70747
C -0.04693 -0.77982 0.68668
C 1.98965 -0.27730 -3.54860
C 0.46496 0.15764 -0.17984
C 2.86037 -1.28661 -3.32318
C -1.51227 0.82515 1.72058
C -0.96809 -0.48465 1.66108
N 3.28158 -1.65641 -4.62847
N -2.46329 1.05404 2.78980
C -4.09529 2.35458 4.20602
C -1.18439 -1.57262 2.62166
H 3.04674 -0.52463 -6.45471
H 0.47888 0.91661 -2.77784
H 0.27727 2.30821 -0.75009
H -1.48430 2.78778 0.68780
H 0.30405 -1.76741 0.41449
H 3.91667 -2.32718 -4.98344
H -2.36344 0.31306 3.53158
H -3.82105 1.88966 5.15749
H -4.28977 3.33824 4.52503
H -4.98826 1.85121 3.88537

=====

# 2
80
Properties=species:S:1:pos:R:3 method="wB97M-V/def2-TZVPD" lumo_ev=0.380 multiplicity=1 homo_energy_ev=-8.65
C -0.70283 -0.56467 4.27844
C -1.78053 -0.58306 5.36330
O -1.69018 0.05503 6.38186
C -3.03037 -1.36165 4.98823
H -0.48394 -1.63690 4.17438
H 0.15349 -0.09675 4.75961
H -1.01461 -0.18804 3.31138
H -2.89161 -2.39053 5.32629
H -3.15560 -1.30902 3.90825
H -3.89395 -0.93121 5.49035
C 0.37383 -1.03704 0.71010
C 0.79301 0.35983 0.31211
O 0.29897 1.33924 0.80711
C 1.82767 0.43589 -0.79268
H 0.99289 -1.21773 1.60130
H 0.58768 -1.81787 -0.01217
H -0.66337 -1.07308 1.04101
H 2.81926 0.67432 -0.39915
H 1.56411 1.22959 -1.49726
H 1.94414 -0.44149 -1.42939
F -6.69604 1.31441 0.98795
C -5.42643 1.28829 0.53374
C -5.21683 1.02180 -0.80077
C -3.90041 0.96305 -1.27112
C -2.82545 1.07788 -0.40779
C -3.06020 1.50092 0.91891
C -4.36477 1.50498 1.38343
H -6.06308 0.82212 -1.44421
H -3.80079 0.70713 -2.31910
H -1.83559 0.88059 -0.79582
H -2.22504 1.52701 1.60526
H -4.53071 1.72344 2.43257
F -2.33948 -4.64221 2.76112
C -2.95154 -3.62356 2.15316
C -2.25486 -2.83302 1.24463
C -2.86795 -1.74390 0.63102
C -4.21494 -1.51087 0.88767
C -4.91102 -2.25485 1.82415
C -4.28180 -3.33199 2.42984
H -1.23116 -3.11742 1.02401
H -2.25834 -1.09774 0.01716
H -4.73028 -0.66807 0.43956
H -5.93791 -2.12183 2.13568
H -4.71931 -3.92831 3.22435
F 1.81928 0.89880 -3.33170
C 1.20633 -0.22259 -2.92270
C -0.16651 -0.24478 -2.89894
C -0.80562 -1.39595 -2.40389
C -0.05054 -2.43122 -1.91094
C 1.35086 -2.37324 -1.89474
C 1.97619 -1.27672 -2.44816
H -0.73951 0.61879 -3.20749
H -1.88204 -1.43191 -2.30728
H -0.53777 -3.29315 -1.46975
H 1.93185 -3.16460 -1.44275
H 3.05647 -1.20913 -2.51556
F 5.10926 -3.62304 -5.00344
C 4.78191 -2.39703 -4.55131
C 4.91139 -2.07005 -3.20871
C 4.57170 -0.79751 -2.82660
C 4.19908 0.19483 -3.74272
C 4.02837 -0.17469 -5.06352
C 4.27656 -1.50236 -5.46559
H 5.21144 -2.74429 -2.41722
H 4.69117 -0.47048 -1.79991
H 3.97766 1.17938 -3.35523
H 3.72446 0.53951 -5.81655
H 4.16400 -1.72819 -6.51554
F 3.98417 3.52397 3.20752
C 3.61677 4.14669 2.07170
C 2.69786 3.50548 1.24750
C 2.39790 4.08860 0.02652
C 3.02378 5.25171 -0.38768
C 3.86686 5.91999 0.48241
C 4.22567 5.33063 1.69445
H 2.24917 2.60045 1.63051
H 1.67292 3.60267 -0.61443
H 2.79611 5.59280 -1.38939
H 4.33452 6.86720 0.24854
H 4.92414 5.78670 2.38414

=====

# 3
103
Properties=species:S:1:pos:R:3 method="wB97M-V/def2-TZVPD" lumo_ev="0.332 / 0.340" multiplicity=3 homo_energy_ev="-8.31 / -9.00"
V -1.29078 -0.36300 -0.97757
O -2.50161 -0.43549 -2.55842
H -2.96505 -0.55624 -3.40999
O 0.38886 -0.52167 0.11540
H 1.15326 -0.49683 0.72335
O -2.57396 0.43053 0.35502
H -3.15482 0.59101 1.12403
C 2.22178 -3.09527 -1.65537
O 1.98593 -2.46373 -2.92262
C 0.86020 -1.83983 -3.22447
O 0.02096 -1.49978 -2.37851
O 0.80715 -1.67258 -4.56661
C -0.36033 -1.12681 -5.10812
H 1.91536 -4.13878 -1.72810
H 1.77499 -2.48885 -0.86751
H 3.30107 -3.07052 -1.50491
H -1.15300 -1.87126 -5.03364
H -0.36966 -0.83264 -6.15763
H -0.63530 -0.22407 -4.56261
C 0.76718 2.90575 0.31518
O 0.42317 3.48622 -0.95535
C -0.23878 2.69893 -1.85437
O -0.69685 1.58941 -1.57990
O -0.35454 3.31699 -3.05666
C -0.88903 2.56102 -4.10299
H 1.34220 1.99101 0.17124
H -0.14742 2.65176 0.85100
H 1.37415 3.55477 0.94641
H -1.18937 3.10365 -4.99934
H -1.73421 1.93145 -3.82474
H -0.08206 1.92797 -4.47199
C -0.29695 -4.13045 1.35079
O -1.57376 -3.64240 1.64806
C -2.25521 -2.84150 0.81909
O -1.85435 -2.33334 -0.23335
O -3.50299 -2.76660 1.23703
C -4.55926 -2.01700 0.65306
H 0.33298 -4.42326 2.19076
H 0.20629 -3.32907 0.80982
H -0.51555 -5.00038 0.73150
H -5.43477 -2.26969 1.25117
H -4.78135 -2.32174 -0.36963
H -4.40126 -0.93916 0.69048
C 3.09691 -1.91517 1.96990
C 3.44761 -0.45679 1.97266
O 4.12438 0.01853 1.04475
C 3.10564 0.31599 3.22233
H 3.63558 -2.45823 2.74644
H 3.32836 -2.30229 0.97759
H 2.01749 -1.99130 2.10087
H 2.73796 1.32377 3.02920
H 3.98814 0.36608 3.86013
H 2.33295 -0.28393 3.70312
C -2.05357 -6.49235 -4.95524
C -1.54712 -5.16310 -4.45864
O -0.45618 -4.76512 -4.83472
C -2.51705 -4.31290 -3.56152
H -1.32547 -6.85264 -5.68199
H -3.01532 -6.37164 -5.45379
H -2.21436 -7.20734 -4.14838
H -3.04872 -5.03791 -2.94524
H -3.13322 -3.72187 -4.23909
H -1.86273 -3.61849 -3.03449
C 3.92599 0.45886 -2.17940
C 4.08585 0.27363 -3.68498
O 3.87312 1.26854 -4.38857
C 4.43488 -1.05975 -4.26684
H 2.99150 0.04376 -1.80188
H 3.79666 1.52091 -1.97099
H 4.70848 0.03800 -1.54800
H 4.70302 -0.99708 -5.32148
H 3.54456 -1.68773 -4.23401
H 5.28329 -1.53170 -3.77131
C 2.49952 5.09877 6.24804
C 1.77067 4.47525 5.10396
O 0.59796 4.27847 5.08345
C 2.58237 4.08156 3.89645
H 1.81002 5.43703 7.02151
H 3.08302 5.98517 5.99918
H 3.13055 4.34475 6.71853
H 1.88691 3.68529 3.15657
H 3.29522 3.34304 4.26325
H 3.19232 4.90726 3.53003
C -3.84124 3.30340 1.54587
C -2.85062 4.49014 1.31540
O -3.06604 5.29034 0.37768
C -1.59962 4.61440 2.15191
H -3.33609 2.35556 1.36002
H -4.53158 3.36389 0.70452
H -4.31537 3.36688 2.52529
H -0.97266 5.32358 1.61147
H -1.03554 3.68506 2.23092
H -1.90860 4.95503 3.14015
C -2.84918 1.39066 4.15216
C -1.98494 0.14811 4.33174
O -2.43371 -0.77520 4.98932
C -0.59555 0.11265 3.66545
H -3.27662 1.30089 3.15349
H -2.24571 2.29346 4.24650
H -3.63993 1.44818 4.90016
H -0.01014 0.94350 4.05925
H -0.61245 0.14616 2.57611
H -0.09493 -0.82255 3.91620

=====

# 4
12
Properties=species:S:1:pos:R:3 method="wB97M-V/def2-TZVPD" lumo_ev="-4.421 / -6.972" multiplicity=3 homo_energy_ev="-10.20 / -14.60" total_charge=+1
C 1.40951 -0.44226 -0.21586
C -1.64147 0.88876 -0.41147
C -1.01292 -0.27245 -0.14709
N 1.65740 -0.10123 1.01754
N 0.25970 -0.60611 -0.74243
Br -3.43353 1.03267 0.27714
Br 0.50439 0.39720 2.35914
H 2.14992 -0.66069 -0.92039
H -1.44452 1.68255 -1.03171
H -1.37844 -1.15551 0.40496
H 2.64108 -0.25805 1.17269
H 0.28888 -0.50488 -1.76253

=====

# 5
114
Properties=species:S:1:pos:R:3 method="wB97M-V/def2-TZVPD" lumo_ev="-2.300 / -2.145" e_above_lowest_kcal_mol=0.0 multiplicity=2 homo_energy_ev="-8.63 / -8.63"
O 14.73514 -27.17956 26.79548
V 14.89212 -28.72902 26.85335
B 13.69956 -28.61380 24.83292
H 13.48731 -27.48746 24.89761
H 14.82683 -28.76800 24.94025
H 13.16700 -29.23001 25.63467
H 13.40310 -29.05091 23.80855
C 18.07193 -28.23310 26.37342
O 16.91759 -29.03823 26.33096
H 17.88256 -27.20359 26.70252
H 18.67802 -28.61893 27.20525
H 18.64038 -28.20345 25.44486
C 16.38141 -22.69090 24.98115
C 16.44490 -24.17001 25.26860
C 17.14084 -24.98845 24.18240
O 16.34235 -25.01840 23.01676
C 17.04654 -25.58761 21.93796
N 17.10992 -24.31992 26.57339
H 17.38708 -22.27240 24.88270
H 15.87109 -22.10639 25.75037
H 15.86836 -22.41141 24.05761
H 15.44920 -24.59765 25.44435
H 17.26500 -26.02373 24.52741
H 18.12191 -24.54557 23.97063
H 16.34252 -25.95408 21.19103
H 17.71651 -26.40162 22.23279
H 17.66141 -24.83380 21.42963
H 16.47228 -23.93644 27.26561
H 17.09471 -25.31115 26.79019
C 26.79132 -27.58874 23.73097
C 25.51096 -27.16838 24.41181
C 24.47010 -28.28068 24.61002
O 23.22645 -27.73441 24.99916
C 22.20331 -28.69475 24.93416
N 25.88968 -26.61550 25.77240
H 26.61950 -27.74500 22.66416
H 27.07394 -28.56430 24.14357
H 27.62116 -26.90800 23.89140
H 24.98555 -26.37370 23.87610
H 24.76610 -29.00166 25.37680
H 24.38067 -28.79260 23.64195
H 22.42647 -29.56978 25.55703
H 22.14668 -29.06407 23.90205
H 21.24062 -28.28262 25.22655
H 24.98293 -26.53973 26.23754
H 26.32877 -27.41239 26.23065
C 23.67420 -22.17516 27.03249
C 23.90158 -23.61761 26.60432
C 22.65111 -24.32346 26.09446
O 21.73364 -24.45902 27.17589
C 20.42016 -24.73343 26.76432
N 25.02648 -23.69789 25.68041
H 23.38294 -21.60478 26.14014
H 24.51661 -21.68499 27.51521
H 22.82999 -22.06450 27.71780
H 24.27194 -24.09001 27.52369
H 23.00029 -25.31009 25.78072
H 22.20529 -23.78976 25.25010
H 19.80485 -23.86951 26.50742
H 19.92537 -25.21907 27.61070
H 20.32722 -25.47325 25.95846
H 25.32705 -24.66748 25.56493
H 24.77400 -23.28044 24.79005
C 19.02880 -30.67581 23.27318
C 17.86715 -29.77958 22.85303
C 17.79569 -29.62464 21.34694
O 18.98339 -29.05191 20.84783
C 19.10658 -29.18121 19.45688
N 16.63812 -30.26025 23.49066
H 19.09213 -31.58534 22.66544
H 19.03403 -31.00780 24.31338
H 20.01326 -30.22342 23.11640
H 18.10854 -28.77573 23.23794
H 16.95037 -28.96622 21.10461
H 17.61682 -30.59162 20.85903
H 19.14550 -30.25469 19.23002
H 20.06849 -28.77448 19.13977
H 18.34567 -28.65442 18.87184
H 16.78560 -29.94294 24.45224
H 15.87048 -29.62821 23.25186
C 18.39954 -32.59277 30.07139
C 18.34697 -31.75816 28.79576
C 18.29109 -32.61916 27.54606
O 19.39937 -33.47211 27.43580
C 19.41696 -34.23378 26.25456
N 17.11062 -30.94817 28.79504
H 19.20666 -33.31968 30.07285
H 17.44639 -33.09155 30.25532
H 18.52370 -31.88348 30.89546
H 19.21706 -31.09350 28.75766
H 18.14300 -31.99239 26.65560
H 17.38607 -33.24021 27.62647
H 20.21288 -34.96949 26.36296
H 19.67036 -33.61524 25.38714
H 18.46790 -34.75444 26.09652
H 17.25524 -30.19667 28.11601
H 17.11215 -30.43466 29.67633
C 25.25517 -27.62031 29.51544
C 24.85770 -28.95830 28.90535
C 23.49212 -28.83124 28.20354
O 22.50942 -28.61842 29.19771
C 21.23625 -28.45777 28.61336
N 25.84395 -29.23206 27.82861
H 26.17142 -27.67081 30.10392
H 24.47138 -27.23128 30.17027
H 25.32636 -26.85818 28.73622
H 24.85288 -29.74760 29.65762
H 23.29577 -29.80707 27.73299
H 23.46385 -28.08479 27.40458
H 20.48997 -28.62470 29.39192
H 20.99701 -29.17743 27.82230
H 21.12664 -27.44629 28.21086
H 26.77502 -29.07470 28.21003
H 25.85458 -30.23488 27.64509

=====

Taking the records one at a time from the top gives E_tot values of -34404.0892, -55608.6796, -91464.8472, -146244.3833, -78786.4501 eV.